1.
DFT (ωB97M-V with the def2-TZVPD basis set) results for a structure of composition C16H34N2Nb in a non-equilibrium geometry.

```
! wB97M-V def2-TZVPD RIJCOSX def2/J DEFGRID3
* xyz -1 1
N -1.549 6.607 1.048
Nb -1.627 4.856 -0.132
C -1.523 2.993 -1.447
C -0.029 2.462 -1.407
C -0.027 1.019 -1.966
C 1.243 0.152 -1.634
C 2.272 0.807 -0.692
C 1.887 0.770 0.810
C 2.373 -0.487 1.582
C 1.346 -1.648 1.624
C 0.153 -1.377 2.580
C -1.165 -0.910 1.906
C -1.593 -1.702 0.639
C -1.370 -3.227 0.728
N -0.560 -3.804 -0.345
C -0.045 -5.080 -0.308
C 0.645 -5.337 -1.451
C 0.566 -4.158 -2.296
C -0.188 -3.303 -1.544
H -1.716 6.325 2.018
H -0.600 6.985 1.080
H 0.091 5.246 -0.710
H -0.868 3.893 1.273
H -3.284 4.403 0.559
H -2.416 5.741 -1.532
H -2.122 2.239 -0.898
H -1.872 3.159 -2.474
H 0.276 2.541 -0.361
H 0.519 3.147 -2.071
H -0.923 0.489 -1.606
H -0.118 1.035 -3.066
H 1.715 -0.233 -2.553
H 0.880 -0.749 -1.111
H 3.205 0.215 -0.788
H 2.548 1.817 -1.031
H 2.376 1.642 1.275
H 0.801 0.894 0.926
H 2.652 -0.165 2.600
H 3.301 -0.864 1.118
H 1.898 -2.511 2.043
H 1.066 -1.943 0.605
H -0.041 -2.216 3.268
H 0.472 -0.549 3.239
H -1.108 0.169 1.697
H -1.988 -1.011 2.638
H -2.665 -1.507 0.487
H -1.098 -1.233 -0.223
H -2.362 -3.706 0.643
H -0.963 -3.564 1.689
H -0.158 -5.809 0.490
H 1.171 -6.241 -1.745
H 0.972 -3.966 -3.280
H -0.449 -2.305 -1.894
*
```

Calculated values
**E_HOMO**: -4.41 eV
**Frontier orbital gap**: 7.1 eV

natural (NBO) atomic charge list, values in e, 5 entries:
1 N -1.2147
2 Nb 1.8383
3 C -0.9031
4 C -0.4305
5 C -0.4105

---

2.
DFT (ωB97M-V with the def2-TZVPD basis set) results for a structure of composition C29H48N7O4PSeV.

```
! wB97M-V def2-TZVPD RIJCOSX def2/J DEFGRID3
* xyz 1 3
V 0.626 0.060 -0.177
C 3.015 1.367 2.173
N 2.899 -0.046 2.499
C 4.162 -0.750 2.673
C 1.716 -0.672 2.608
N 0.704 -0.369 1.777
C -0.634 -0.428 2.264
C -0.914 0.217 3.443
C -2.206 0.233 3.990
C -3.221 -0.386 3.328
C -2.992 -1.037 2.091
C -4.082 -1.661 1.440
C -3.911 -2.279 0.240
C -2.643 -2.291 -0.360
C -1.541 -1.736 0.246
N -0.310 -1.714 -0.463
C -0.003 -2.735 -1.282
N -0.188 -4.020 -0.931
C -0.197 -4.438 0.457
C -0.569 -5.036 -1.901
N 0.529 -2.491 -2.492
C 1.551 -3.351 -3.072
C 0.183 -1.317 -3.277
C -1.685 -1.070 1.518
N 1.601 -1.617 3.562
C 0.630 -2.692 3.511
C 2.331 -1.529 4.819
H 3.646 1.840 2.930
H 2.037 1.834 2.170
H 3.466 1.510 1.192
H 4.680 -0.433 3.580
H 4.795 -0.521 1.814
H 3.995 -1.823 2.694
H -0.105 0.726 3.954
H -2.386 0.742 4.928
H -4.226 -0.388 3.729
H -5.055 -1.624 1.913
H -4.747 -2.741 -0.268
H -2.529 -2.730 -1.344
H 0.519 -3.837 1.006
H 0.140 -5.473 0.502
H -1.194 -4.368 0.901
H -0.816 -4.576 -2.853
H -1.454 -5.555 -1.528
H 0.225 -5.769 -2.052
H 1.174 -3.909 -3.932
H 1.926 -4.040 -2.320
H 2.377 -2.717 -3.400
H -0.083 -1.642 -4.286
H 1.028 -0.629 -3.343
H -0.662 -0.800 -2.833
H 0.172 -2.738 2.532
H -0.155 -2.542 4.257
H 1.137 -3.638 3.710
H 2.796 -0.553 4.919
H 3.097 -2.302 4.896
H 1.622 -1.663 5.638
C -2.206 5.095 0.183
C -1.973 3.634 -0.149
C -3.056 3.079 -1.056
C -1.817 2.802 1.112
O -0.713 3.647 -0.928
P 0.303 2.483 -1.126
O 1.135 2.102 0.081
O -0.396 1.143 -1.462
O 1.246 2.964 -2.265
C 0.905 3.509 -3.596
C 0.710 5.007 -3.447
C -0.335 2.823 -4.143
C 2.126 3.189 -4.438
H -3.149 5.205 0.719
H -2.254 5.689 -0.730
H -1.400 5.479 0.808
H -4.012 3.091 -0.532
H -2.830 2.052 -1.344
H -3.150 3.689 -1.955
H -2.703 2.936 1.733
H -0.941 3.110 1.682
H -1.740 1.738 0.882
H -0.149 5.229 -2.816
H 0.546 5.450 -4.430
H 1.597 5.461 -3.006
H -1.214 3.036 -3.534
H -0.194 1.743 -4.189
H -0.525 3.192 -5.151
H 3.017 3.637 -4.000
H 1.994 3.585 -5.445
H 2.273 2.110 -4.504
Se 2.951 -0.493 -0.987
C 2.874 -2.128 -0.158
N 2.810 -3.138 0.401
*
```

Calculated values
**<S²>**: 2.014
**E_HOMO (alpha / beta)**: -10.25 / -10.26 eV
**Frontier orbital gap (alpha / beta)**: 7.4 / 8.0 eV

Mulliken atomic charge list, values in e, 5 entries:
1 V 0.0888
2 C -1.2144
3 N 0.5481
4 C -1.3385
5 C -0.7261

---

3.
DFT (ωB97M-V with the def2-TZVPD basis set) results for a structure of composition C3I4 in a non-equilibrium geometry.

```
! wB97M-V def2-TZVPD RIJCOSX def2/J DEFGRID3
* xyz 0 3
C 0.173 -0.392 0.357
C 0.859 0.407 -0.389
C -1.023 0.409 0.157
I 0.190 -2.277 1.445
I 2.387 1.078 -1.543
I -1.403 2.020 1.388
I -2.364 0.149 -1.453
*
```

Calculated values
**<S²>**: 2.025
**E_HOMO (alpha / beta)**: -6.50 / -9.20 eV
**Frontier orbital gap (alpha / beta)**: 6.1 / 6.5 eV

natural (NBO) atomic charge list, values in e, 5 entries:
1 C -0.4454
2 C -0.1480
3 C -0.4008
4 I 0.2015
5 I 0.2789

---

4.
DFT (ωB97M-V with the def2-TZVPD basis set) results for a structure of composition C44H32BrF5N4O2STeZn in a non-equilibrium geometry.

```
! wB97M-V def2-TZVPD RIJCOSX def2/J DEFGRID3
* xyz -1 2
Zn 1.018 -1.240 1.421
Br 6.740 4.917 -0.398
C 5.596 4.834 1.129
C 4.512 5.695 1.161
C 3.680 5.631 2.234
C 3.879 4.742 3.314
C 4.969 3.864 3.255
C 5.773 3.858 2.134
N 3.171 4.959 4.535
N 2.588 4.046 5.180
C 2.370 2.746 4.585
C 2.940 1.664 5.275
C 3.001 0.417 4.682
C 2.375 0.107 3.448
O 2.355 -1.047 2.942
C 1.692 1.217 2.784
N 1.003 0.913 1.651
C 0.372 1.844 0.953
C 0.405 3.179 1.403
C 1.001 3.509 2.588
C 1.686 2.524 3.342
H 4.313 6.345 0.347
H 2.804 6.220 2.243
H 5.123 3.209 4.075
H 6.536 3.124 1.992
H 3.389 1.721 6.299
H 3.433 -0.398 5.259
H -0.242 1.483 0.119
H -0.243 3.883 0.883
H 0.880 4.517 2.929
F 7.109 -1.806 1.896
C 5.979 -1.992 1.258
C 5.346 -3.190 1.207
F 5.870 -4.260 1.853
C 4.093 -3.299 0.635
F 3.511 -4.488 0.668
C 3.469 -2.201 0.065
S 1.724 -2.291 -0.430
C 4.183 -1.004 -0.011
F 3.666 0.062 -0.571
C 5.443 -0.921 0.561
F 6.179 0.199 0.518
C -3.923 -4.168 -7.030
C -3.431 -3.575 -5.732
C -4.181 -2.710 -4.998
C -3.752 -2.105 -3.803
C -4.729 -1.153 -3.175
C -2.558 -2.497 -3.241
Te -1.910 -1.937 -1.314
N -0.772 -1.564 2.098
C -1.709 -0.773 2.554
O -1.412 0.331 2.986
C -3.170 -1.196 2.479
C -4.064 -0.141 2.660
C -5.428 -0.402 2.577
C -5.869 -1.668 2.239
C -4.980 -2.681 1.992
C -3.628 -2.455 2.104
C -2.095 0.151 -1.576
C -2.819 0.790 -0.566
C -2.900 2.169 -0.530
C -2.308 2.882 -1.591
C -1.614 2.247 -2.596
C -1.426 0.835 -2.585
C -0.470 0.172 -3.538
C -1.766 -3.413 -3.964
C -0.445 -3.903 -3.409
C -2.165 -3.910 -5.202
H -4.865 -3.711 -7.320
H -4.049 -5.252 -6.903
H -3.191 -3.994 -7.864
H -5.193 -2.447 -5.419
H -5.727 -1.424 -3.548
H -4.548 -0.083 -3.407
H -4.741 -1.297 -2.079
H -3.723 0.879 2.933
H -6.075 0.398 2.840
H -6.922 -1.832 2.250
H -5.354 -3.674 1.801
H -2.888 -3.234 1.896
H -3.353 0.172 0.159
H -3.447 2.702 0.276
H -2.448 3.958 -1.642
H -1.175 2.812 -3.390
H -0.031 0.918 -4.165
H -0.978 -0.597 -4.102
H 0.340 -0.363 -3.024
H 0.155 -3.088 -3.015
H 0.098 -4.411 -4.194
H -0.548 -4.567 -2.558
H -1.506 -4.486 -5.781
*
```

Calculated values
**<S²>**: 0.757
**E_HOMO (alpha / beta)**: -4.80 / -4.80 eV
**Frontier orbital gap (alpha / beta)**: 6.9 / 6.8 eV

Mulliken atomic charge list, values in e, 5 entries:
1 Zn 0.1376
2 Br -0.2023
3 C 0.1676
4 C -0.6554
5 C -0.4902

---

5.
DFT (ωB97M-V with the def2-TZVPD basis set) results for an isolated molecule of C5H5NO.

```
! wB97M-V def2-TZVPD RIJCOSX def2/J DEFGRID3
* xyz 0 1
O -0.335 -1.602 0.084
C -0.351 -0.553 0.970
C -0.855 0.675 0.333
C 0.899 0.333 0.505
C -0.026 0.569 -0.801
C -0.223 -0.938 -1.282
N -0.318 -1.420 -2.371
H -0.575 -0.804 2.002
H -1.308 1.547 0.797
H 1.719 -0.335 0.219
H 1.228 1.192 1.090
H 0.145 1.337 -1.544
*
```

Calculated values
**E_HOMO (alpha / beta)**: -7.50 / -7.49 eV
**Frontier orbital gap (alpha / beta)**: 6.5 / 6.5 eV

natural (NBO) atomic charge list, values in e, 5 entries:
1 O -0.5275
2 C 0.0860
3 C 0.0577
4 C -0.4105
5 C -0.2945

---

6.
DFT (ωB97M-V with the def2-TZVPD basis set) results for a structure of composition C2HIN2O in a non-equilibrium geometry.

```
! wB97M-V def2-TZVPD RIJCOSX def2/J DEFGRID3
* xyz 2 1
C 0.651 1.527 0.046
C -0.672 -0.088 -0.057
N -0.561 1.245 -0.253
N 0.492 -0.678 -0.005
O 1.538 0.789 0.132
I -2.472 -1.087 -0.004
H 1.024 -1.707 0.140
*
```

Calculated values
**E_HOMO (alpha / beta)**: -21.23 / -21.17 eV
**Frontier orbital gap (alpha / beta)**: 5.2 / 5.3 eV

natural (NBO) atomic charge list, values in e, 5 entries:
1 C 1.0265
2 C 0.1915
3 N -0.4091
4 N -0.2446
5 O -0.2187